[1]
{"formula": "C3H9OPS3", "method": "ωB97M-V/def2-TZVPD", "de_lowest_kcal_mol": 10.11, "homo_energy_ev": -8.43, "smiles": "CC(C)=O.SP(S)S", "multiplicity": 1, "symbols": ["C", "C", "C", "O", "P", "S", "S", "S", "H", "H", "H", "H", "H", "H", "H", "H", "H"], "coordinates": [[-1.283, -1.131, -1.108], [-1.797, -0.680, 1.506], [-1.528, -0.206, 0.090], [-1.757, 0.976, 0.000], [1.972, 0.996, -0.645], [1.448, 2.591, 0.476], [1.917, -0.736, 0.755], [4.012, 1.417, -0.925], [-0.421, -1.771, -1.077], [-2.262, -1.702, -1.215], [-1.247, -0.492, -2.100], [-1.671, 0.140, 2.303], [-1.213, -1.523, 1.667], [-2.840, -1.034, 1.594], [0.174, 2.162, 0.499], [2.941, -1.219, 0.073], [3.555, 2.213, -1.892]], "forces_ev_per_angstrom": [[-1.931, 1.619, -1.830], [-0.757, 0.625, 0.459], [-1.110, 0.450, 1.098], [0.616, 1.077, -1.666], [-0.608, -1.820, -0.818], [-0.364, 1.029, 1.179], [0.193, 1.066, -0.131], [0.263, -0.123, 0.396], [0.181, -0.341, 0.358], [1.316, 0.228, 0.227], [0.122, -1.056, 2.170], [0.097, -1.239, -1.537], [1.253, -1.631, 0.998], [0.291, 0.233, -0.285], [-0.228, 0.237, -0.049], [0.364, -0.545, -0.199], [0.300, 0.191, -0.369]]}


[2]
{"formula": "C3H9OS", "method": "ωB97M-V/def2-TZVPD", "de_lowest_kcal_mol": 18.80, "homo_energy_ev": -2.51, "total_charge": -1, "multiplicity": 1, "symbols": ["C", "C", "C", "S", "H", "H", "H", "H", "H", "H", "H", "H", "H", "O"], "coordinates": [[1.077, 0.070, -0.393], [-0.061, -0.956, -0.657], [-1.425, -0.263, -1.010], [-2.129, 0.615, 0.481], [1.863, 0.027, -1.171], [1.625, -0.242, 0.464], [0.794, 1.094, -0.314], [0.288, -1.379, -1.650], [-0.119, -1.778, 0.006], [-2.103, -0.948, -1.564], [-1.164, 0.483, -1.791], [-0.036, 1.450, 2.015], [0.692, 0.479, 3.001], [0.699, 1.348, 2.583]], "forces_ev_per_angstrom": [[0.555, -1.348, -0.542], [0.147, 1.503, -3.666], [0.827, 0.363, 0.476], [0.100, -0.487, -0.680], [-0.506, -0.037, -0.128], [0.323, 0.206, 1.121], [-0.594, 0.593, 0.343], [-0.530, -0.262, 0.790], [-0.212, -0.464, 1.091], [0.129, 0.080, 0.821], [-0.083, -0.111, 0.400], [-1.812, -0.503, -1.223], [-0.518, 0.244, -0.512], [2.174, 0.222, 1.707]]}


[3]
{"formula": "C3H9OS", "method": "ωB97M-V/def2-TZVPD", "de_lowest_kcal_mol": 36.94, "homo_energy_ev": -2.75, "total_charge": -1, "multiplicity": 1, "symbols": ["C", "O", "H", "H", "H", "C", "C", "S", "H", "H", "H", "H", "H", "H"], "coordinates": [[-2.342, -0.901, 0.491], [-2.389, 0.528, 0.955], [-3.101, -1.097, -0.262], [-1.312, -0.924, 0.111], [-2.560, -1.476, 1.331], [1.415, 0.203, -1.227], [1.980, 0.523, 0.176], [0.739, 1.350, 1.359], [1.063, 1.196, -1.559], [0.540, -0.430, -1.266], [2.265, -0.346, -1.942], [2.307, -0.470, 0.521], [2.879, 1.161, -0.038], [-1.484, 0.684, 1.350]], "forces_ev_per_angstrom": [[1.014, 3.803, -0.254], [-0.243, -1.541, -0.174], [0.048, 0.348, -0.258], [-0.367, -1.093, -0.044], [0.082, -1.477, 1.329], [1.532, 0.270, -1.100], [-0.352, -0.505, -0.292], [1.154, -0.676, -0.937], [0.350, -0.512, -0.789], [-0.180, -0.366, 0.401], [-2.017, 1.689, 1.560], [0.211, 0.478, 0.650], [-0.711, -0.431, 0.641], [-0.519, 0.011, -0.733]]}


[4]
{"formula": "C3H9OS", "method": "ωB97M-V/def2-TZVPD", "de_lowest_kcal_mol": 45.07, "homo_energy_ev": [-9.06, -9.07], "s_squared": 0.754, "multiplicity": 2, "symbols": ["C", "O", "C", "H", "H", "H", "H", "H", "C", "S", "H", "H", "H", "H"], "coordinates": [[-0.084, 1.259, -0.843], [-1.305, 0.711, -0.656], [0.520, 1.783, 0.471], [-0.115, 2.087, -1.518], [0.657, 0.496, -1.219], [1.609, 2.100, 0.351], [0.520, 0.955, 1.260], [-0.098, 2.620, 0.899], [-0.740, -1.791, 0.015], [1.028, -2.211, 0.010], [-0.850, -0.829, -0.617], [-1.340, -2.685, -0.282], [-0.954, -1.517, 1.015], [1.152, -2.978, 1.113]], "forces_ev_per_angstrom": [[2.168, -0.349, 1.987], [-0.935, 0.430, -0.585], [0.635, -0.184, 1.407], [-0.320, 0.428, -1.132], [-0.740, 0.522, -0.290], [-1.459, -0.219, 0.062], [-0.002, 1.005, -1.119], [0.683, -0.639, -0.482], [0.406, -0.389, -0.798], [0.468, 0.002, -0.384], [-0.202, -2.288, 0.658], [0.280, 1.144, -0.105], [-0.614, 0.308, 0.908], [-0.367, 0.227, -0.127]]}


[5]
{"formula": "C3H9OS", "method": "ωB97M-V/def2-TZVPD", "de_lowest_kcal_mol": 29.92, "homo_energy_ev": [-9.57, -9.16], "s_squared": 0.753, "multiplicity": 2, "symbols": ["C", "O", "H", "H", "H", "C", "C", "S", "H", "H", "H", "H", "H", "H"], "coordinates": [[-0.098, -2.820, -0.551], [0.464, -2.845, 0.773], [0.413, -3.605, -1.211], [-1.190, -3.018, -0.601], [0.196, -1.868, -1.221], [0.812, 2.879, 0.061], [0.614, 1.427, 0.314], [-1.010, 0.780, -0.266], [0.863, 3.084, -1.113], [1.721, 3.303, 0.468], [0.003, 3.547, 0.387], [1.425, 0.788, -0.190], [0.723, 1.068, 1.389], [0.328, -1.939, 1.218]], "forces_ev_per_angstrom": [[1.452, 0.604, -2.397], [-0.627, 2.076, -0.046], [-0.646, 0.563, 1.431], [0.635, 0.395, 0.277], [-0.928, -1.563, 1.925], [-0.129, 1.758, -2.846], [0.334, -2.343, 0.489], [0.907, 0.246, 0.327], [-0.056, -0.562, 2.402], [0.381, -0.219, 0.201], [0.001, -0.546, 0.163], [-1.146, 0.852, 0.376], [-0.273, 0.824, -1.047], [0.094, -2.086, -1.255]]}


[6]
{"formula": "C3H9PS", "method": "ωB97M-V/def2-TZVPD", "de_lowest_kcal_mol": 48.89, "homo_energy_ev": -8.51, "multiplicity": 1, "symbols": ["C", "C", "C", "P", "S", "H", "H", "H", "H", "H", "H", "H", "H", "H"], "coordinates": [[0.778, -0.374, -1.379], [-0.818, 1.788, 0.526], [-0.115, -0.763, -0.236], [0.718, -0.924, 1.427], [-1.585, 0.247, -0.083], [0.390, -0.648, -2.404], [1.809, -0.908, -1.195], [1.056, 0.776, -1.341], [-0.537, 1.721, 1.613], [-1.625, 2.535, 0.624], [-0.125, 2.116, -0.189], [-0.595, -2.024, -0.371], [1.239, -2.133, 0.955], [-0.590, -1.410, 2.054]], "forces_ev_per_angstrom": [[2.724, 0.691, -0.317], [-2.237, -0.319, 2.125], [-2.004, -3.610, -0.082], [-1.427, -0.075, 0.295], [-0.372, 0.532, 0.039], [0.352, 0.393, 1.244], [-1.764, 0.875, -0.722], [-0.715, -2.295, -0.169], [0.607, -0.224, -1.291], [0.123, -0.309, -0.622], [1.314, 0.625, -0.430], [1.319, 4.055, -0.056], [0.235, -0.568, 0.608], [1.845, 0.229, -0.623]]}


[7]
{"formula": "C3H9PS3", "method": "ωB97M-V/def2-TZVPD", "de_lowest_kcal_mol": 102.03, "homo_energy_ev": [-8.91, -8.93], "multiplicity": 1, "symbols": ["C", "C", "C", "P", "S", "S", "S", "H", "H", "H", "H", "H", "H", "H", "H", "H"], "coordinates": [[0.961, 1.137, -1.480], [0.546, -2.266, 0.955], [0.144, 1.646, -0.340], [-1.057, 0.283, 0.398], [-1.802, -2.711, -1.383], [-2.139, 1.371, 1.953], [0.574, -0.549, 1.475], [0.494, 0.554, -2.254], [1.374, 2.004, -1.987], [1.777, 0.429, -1.095], [-0.424, -2.631, 1.109], [1.095, -2.685, 1.862], [1.123, -2.528, 0.118], [-0.457, 2.389, -0.772], [0.830, 1.930, 0.405], [-3.039, 1.628, 1.037]], "forces_ev_per_angstrom": [[2.064, -1.735, 0.124], [1.621, 0.087, 3.736], [-1.806, -2.262, -0.377], [1.583, 1.028, -0.168], [-0.010, 0.200, 0.035], [1.168, -0.611, -0.140], [-0.397, 0.416, -0.191], [-0.868, -0.184, -0.204], [0.546, -0.022, -0.013], [-0.793, 1.240, -0.572], [-1.367, -0.772, -0.596], [-0.425, -0.001, -1.178], [0.150, -0.103, -1.387], [-0.955, 1.528, 0.178], [0.322, 0.900, 1.188], [-0.833, 0.290, -0.435]]}


[8]
{"formula": "C3H9PS3", "method": "ωB97M-V/def2-TZVPD", "de_lowest_kcal_mol": 53.07, "homo_energy_ev": -8.61, "smiles": "CSP(S)S.C=C", "multiplicity": 1, "symbols": ["C", "C", "C", "P", "S", "S", "S", "H", "H", "H", "H", "H", "H", "H", "H", "H"], "coordinates": [[1.433, -1.062, -1.643], [-2.024, -0.508, 1.839], [0.233, -0.857, -2.132], [0.364, 1.045, 1.029], [0.675, 3.162, 0.381], [2.018, 0.939, 2.412], [-1.359, 1.240, 2.137], [1.902, 2.916, -0.049], [2.115, -1.801, -2.002], [1.906, -0.403, -0.821], [-2.856, -0.578, 2.537], [-1.148, -1.090, 2.131], [-2.591, -0.775, 0.921], [-0.177, -1.406, -2.915], [-0.473, -0.010, -1.743], [1.438, -0.313, 2.753]], "forces_ev_per_angstrom": [[1.326, 1.579, 1.730], [-0.352, 0.966, 0.359], [-1.361, 2.652, 1.685], [0.954, 1.022, -0.957], [-0.842, -0.945, 0.658], [-1.303, -1.486, 0.329], [-1.148, -0.371, -0.156], [0.466, -0.181, -0.200], [0.127, -0.555, -0.376], [-1.085, -1.100, -1.321], [0.465, -0.105, 0.738], [-0.739, -0.658, -0.363], [1.375, 0.550, -0.130], [-0.502, -1.060, -1.228], [1.556, -1.617, -0.587], [1.064, 1.311, -0.181]]}


[9]
{"formula": "C3HAlB2Cl4F12KLiO2", "method": "ωB97M-V/def2-TZVPD", "homo_energy_ev": -8.34, "multiplicity": 1, "symbols": ["O", "C", "O", "C", "F", "F", "F", "Al", "F", "C", "Cl", "Cl", "Cl", "H", "B", "F", "F", "F", "F", "K", "Cl", "B", "F", "F", "F", "F", "Li"], "coordinates": [[2.662, 3.574, -0.730], [2.098, 4.702, -0.755], [2.884, 5.831, -0.877], [0.487, 4.712, -0.689], [-0.028, 5.057, 0.564], [0.046, 5.575, -1.727], [0.066, 3.325, -1.104], [4.230, 6.172, -2.696], [-1.044, 1.542, -0.678], [1.694, 0.227, 0.625], [0.416, -0.986, 0.749], [2.178, 0.790, 2.233], [3.087, -0.422, -0.252], [1.306, 1.077, 0.068], [-1.878, -3.292, 2.378], [-3.254, -3.616, 2.632], [-1.367, -2.513, 3.465], [-1.123, -4.481, 2.247], [-1.805, -2.526, 1.161], [-2.873, 1.064, 0.278], [-1.020, 3.388, -2.549], [-0.417, -5.514, -1.214], [0.672, -4.769, -0.654], [-0.588, -5.147, -2.593], [-0.134, -6.916, -1.125], [-1.620, -5.222, -0.491], [-4.676, -1.632, 1.734]], "forces_ev_per_angstrom": [[-3.078, 3.047, -0.042], [5.482, -1.496, -0.193], [-3.194, -2.108, -1.024], [1.477, 3.868, 0.121], [0.717, -1.505, -4.008], [0.514, -1.901, 3.304], [0.119, 2.225, 0.351], [-1.038, -0.419, 1.581], [0.655, 0.316, -0.952], [-0.296, -0.271, -0.237], [0.273, 0.257, 0.024], [0.000, 0.127, 0.018], [-0.087, 0.111, 0.057], [0.094, -0.159, 0.109], [2.262, -1.624, 0.178], [-0.778, 1.101, -0.314], [-0.828, -0.070, -0.807], [-1.123, 1.581, 0.335], [-1.038, 0.418, 0.569], [-0.649, -0.666, 0.648], [-0.343, -1.297, 0.049], [0.110, -0.092, 0.288], [-0.687, -0.400, -0.450], [0.046, -0.139, 0.684], [-0.205, 0.891, -0.126], [0.587, -0.136, -0.640], [1.006, -1.659, 0.477]]}


[10]
{"formula": "C3HBeO3", "method": "ωB97M-V/def2-TZVPD", "de_lowest_kcal_mol": 0.00, "homo_energy_ev": [-8.41, -8.63], "s_squared": 0.751, "multiplicity": 2, "symbols": ["O", "C", "H", "C", "O", "C", "O", "Be"], "coordinates": [[0.035, -0.785, 0.217], [-1.368, -0.615, 0.213], [-1.923, -1.425, -0.249], [-1.735, 0.604, 0.657], [-0.479, 1.202, 1.010], [0.530, 0.324, 0.706], [1.721, 0.422, 1.035], [2.244, 1.393, 1.464]], "forces_ev_per_angstrom": [[1.285, 1.254, 0.536], [-0.473, 0.152, -0.427], [0.297, 0.266, 0.268], [-0.789, -0.103, 0.001], [3.139, -1.730, -0.695], [-7.057, -1.547, -0.721], [-4.770, -11.807, -5.215], [8.369, 13.515, 6.252]]}